Version 1
10
Properties=species:S:1:pos:R:3:nbo_charge:R:1 method="wB97M-V/def2-TZVPD" lumo_ev=-0.13 multiplicity=1 e_homo_ev=-9.924 charge=0
H 2.191 -0.103 0.977 0.355
N 1.491 -0.771 0.579 -0.574
C 0.387 -0.291 0.077 0.177
C -0.112 1.115 0.196 -0.718
C -0.458 -1.261 -0.810 0.428
O 0.008 -1.916 -1.672 -0.451
I -2.502 -1.194 -0.264 0.044
H -1.112 1.228 -0.328 0.241
H -0.506 1.294 1.311 0.249
H 0.613 1.900 -0.066 0.249

---

Version 2
10
Properties=species:S:1:pos:R:3:nbo_charge:R:1 method="wB97M-V/def2-TZVPD" lumo_ev="-0.85 / -0.86" multiplicity=1 e_homo_ev="-7.863 / -7.862" charge=0
C -0.660 -0.763 -0.654 -0.193
C 1.688 -0.602 -0.407 0.121
C -1.086 0.176 0.438 -0.166
N 0.596 -1.037 -0.624 -0.314
O 0.234 1.497 0.771 -0.836
I 3.444 -1.254 0.379 0.258
H -1.358 -0.641 -1.473 0.219
H -2.138 0.658 0.193 0.211
H -0.046 1.871 -0.070 0.445
H -0.673 0.095 1.446 0.255

---

It is version 1 that is the most stable of them.

---

Version 1
16
Properties=species:S:1:pos:R:3:nbo_charge:R:1 method="wB97M-V/def2-TZVPD" lumo_ev=-4.59 multiplicity=1 e_homo_ev=-14.179 charge=+1
C -1.272 -0.737 -0.704 -0.684
C -0.428 -0.190 0.379 0.190
C -0.045 -0.833 1.493 -0.270
C -0.285 -2.229 1.658 0.203
N -0.521 -3.320 1.971 -0.198
N -0.102 1.218 0.314 -0.529
C 0.829 1.766 -0.462 0.415
N 1.724 1.117 -1.240 -0.728
H -2.322 -0.349 -0.654 0.266
H -1.417 -1.763 -0.666 0.265
H -0.839 -0.588 -1.743 0.237
H 0.156 -0.333 2.362 0.250
H -0.592 1.666 0.993 0.437
H 0.701 2.789 -0.700 0.238
H 2.054 0.064 -1.259 0.468
H 2.359 1.723 -1.745 0.437

---

Version 2
16
Properties=species:S:1:pos:R:3:nbo_charge:R:1 method="wB97M-V/def2-TZVPD" lumo_ev=-3.15 multiplicity=1 e_homo_ev=-14.375 charge=+1
C 1.677 -0.596 0.459 -0.118
C 0.758 -1.475 0.136 -0.060
N -0.391 -0.841 -0.547 -0.260
N -1.656 -1.067 0.062 -0.313
C -2.079 0.111 0.424 0.280
N -1.262 1.166 0.257 -0.593
C -0.069 0.645 -0.616 0.104
C 1.282 0.789 0.117 -0.454
H 2.608 -0.820 0.905 0.259
H 0.623 -2.500 0.264 0.250
H -0.338 -1.392 -1.457 0.455
H -2.990 0.115 0.987 0.252
H -1.640 2.141 0.142 0.450
H 0.197 1.141 -1.474 0.249
H 1.203 1.451 0.900 0.256
H 2.078 1.132 -0.559 0.242

---

Version 3
16
Properties=species:S:1:pos:R:3:nbo_charge:R:1 method="wB97M-V/def2-TZVPD" lumo_ev=-4.14 multiplicity=1 e_homo_ev=-13.621 charge=+1
H 2.516 -1.194 -1.717 0.361
N 2.952 -0.412 -1.182 -0.498
C 2.094 0.442 -0.868 0.310
C 1.856 1.458 0.181 -0.428
C 0.876 1.278 -1.093 -0.165
N -0.251 0.638 -0.800 -0.249
C -0.820 -0.289 -0.321 0.713
N -1.412 -1.239 0.275 -0.578
C -2.517 -0.991 1.241 -0.439
H 2.151 2.443 0.424 0.272
H 1.452 0.830 1.095 0.240
H 0.889 1.921 -1.899 0.266
H -1.227 -2.217 -0.051 0.465
H -2.394 0.004 1.847 0.245
H -2.606 -1.635 2.036 0.243
H -3.559 -1.038 0.833 0.243

---

It is version 1 that is the most stable of them.

---

Version 1
14
Properties=species:S:1:pos:R:3:nbo_charge:R:1 method="wB97M-V/def2-TZVPD" lumo_ev=0.82 multiplicity=1 e_homo_ev=-9.684 charge=0
C -1.686 -0.335 -0.444 -0.629
C -0.274 0.227 -0.331 0.110
O -0.252 1.398 0.479 -0.732
C 0.703 -0.745 0.333 -0.528
C 2.014 -0.024 0.563 0.456
O 2.907 -0.005 -0.253 -0.526
H -2.341 0.370 -0.968 0.211
H -1.702 -1.283 -0.993 0.215
H -2.099 -0.503 0.556 0.215
H 0.116 0.456 -1.335 0.170
H -0.539 2.148 -0.052 0.475
H 0.881 -1.608 -0.317 0.232
H 0.287 -1.083 1.290 0.216
H 2.100 0.530 1.517 0.117

---

Version 2
14
Properties=species:S:1:pos:R:3:nbo_charge:R:1 method="wB97M-V/def2-TZVPD" lumo_ev=0.87 multiplicity=1 e_homo_ev=-9.079 charge=0
C -1.244 0.919 -0.733 -0.645
C -0.079 0.476 0.148 0.226
O 0.129 1.254 1.275 -0.702
C 1.122 -0.134 -0.404 -0.471
C 0.119 -1.094 0.127 0.051
O 0.368 -1.765 1.368 -0.714
H -2.159 0.299 -0.571 0.225
H -0.936 0.563 -1.752 0.207
H -1.195 2.018 -0.708 0.232
H -0.514 1.132 1.986 0.482
H 2.234 0.027 -0.107 0.240
H 1.213 -0.151 -1.506 0.213
H -0.395 -1.669 -0.631 0.182
H 1.339 -1.875 1.508 0.476

---

It is version 1 that is the most stable of them.

---

Version 1
14
Properties=species:S:1:pos:R:3:nbo_charge:R:1 method="wB97M-V/def2-TZVPD" lumo_ev=1.11 multiplicity=1 e_homo_ev=-8.911 charge=0
C -1.865 -0.364 -1.875 -0.515
C -1.826 -0.634 -0.577 0.119
O -0.979 -0.073 0.333 -0.265
O 0.083 0.535 -0.411 -0.269
C 1.078 0.935 0.510 -0.075
C 1.679 -0.194 1.331 -0.641
H -2.528 -0.917 -2.525 0.210
H -1.224 0.392 -2.307 0.222
H -2.458 -1.360 -0.073 0.193
H 0.697 1.742 1.148 0.173
H 1.822 1.358 -0.173 0.197
H 1.978 -1.027 0.687 0.216
H 0.976 -0.569 2.079 0.220
H 2.568 0.177 1.853 0.215

---

Version 2
14
Properties=species:S:1:pos:R:3:nbo_charge:R:1 method="wB97M-V/def2-TZVPD" lumo_ev=0.91 multiplicity=1 e_homo_ev=-10.280 charge=0
C 0.151 -1.197 -0.904 -0.627
C -0.240 -0.124 0.030 0.142
C 0.892 0.727 0.527 -0.081
O 1.676 1.285 -0.558 -0.713
C -1.488 -0.081 0.756 -0.088
O -1.330 0.736 -0.346 -0.497
H -0.751 -1.854 -1.128 0.219
H 0.534 -0.796 -1.842 0.236
H 1.035 -1.801 -0.433 0.223
H 0.508 1.501 1.238 0.177
H 1.637 0.156 1.160 0.183
H 1.058 1.958 -0.942 0.470
H -1.483 0.399 1.784 0.173
H -2.200 -0.908 0.657 0.183

---

It is version 2 that is the most stable of them.